The following is a DFT calculation (ωB97M-V/def2-TZVPD) of C34H32AsBBr2NO3STl as an isolated structure.

Each line ends with the Mulliken charge.
Cartesian coordinates (Å):
1 Tl -1.16 0.71 -0.77  1.37
2 S -0.51 2.03 -2.74  -0.34
3 C 0.14 0.74 -3.80  0.56
4 C -0.30 0.70 -5.12  -0.70
5 C 0.22 -0.23 -6.01  -0.57
6 C 1.18 -1.15 -5.58  -0.78
7 C 1.62 -1.12 -4.27  -0.41
8 C 1.12 -0.17 -3.37  -0.01
9 As 1.60 -0.16 -1.48  0.70
10 C 2.91 1.26 -1.42  0.08
11 C 3.23 2.05 -2.51  -0.37
12 C 4.16 3.07 -2.37  -0.75
13 C 4.76 3.31 -1.14  -0.44
14 C 4.42 2.53 -0.04  -0.72
15 C 3.49 1.51 -0.18  0.06
16 C 2.72 -1.73 -1.38  -0.31
17 C 2.07 -2.95 -1.18  -0.12
18 C 2.80 -4.13 -1.14  -0.70
19 C 4.18 -4.10 -1.30  -0.45
20 C 4.83 -2.88 -1.48  -0.71
21 C 4.10 -1.70 -1.53  -0.19
22 H -1.05 1.40 -5.44  0.46
23 H -0.13 -0.25 -7.03  0.37
24 H 1.58 -1.88 -6.27  0.40
25 H 2.36 -1.83 -3.94  0.39
26 H 2.76 1.87 -3.47  0.37
27 H 4.41 3.69 -3.23  0.39
28 H 5.48 4.12 -1.04  0.37
29 H 4.88 2.73 0.92  0.42
30 H 3.21 0.93 0.69  0.39
31 H 1.00 -2.97 -1.03  0.34
32 H 2.29 -5.08 -0.99  0.41
33 H 4.75 -5.02 -1.27  0.37
34 H 5.91 -2.86 -1.60  0.40
35 H 4.61 -0.76 -1.68  0.43
36 C -3.86 3.02 -1.13  -1.34
37 C -3.29 3.19 0.24  0.86
38 C -3.93 3.99 1.21  -0.95
39 C -3.40 4.10 2.46  -0.86
40 C -2.19 3.44 2.79  1.11
41 C -1.56 3.48 4.05  -0.22
42 Br -2.33 4.46 5.48  -0.25
43 C -0.39 2.81 4.26  -0.46
44 C 0.20 2.07 3.23  -0.29
45 Br 1.83 1.17 3.58  -0.18
46 C -0.34 1.97 1.95  -0.06
47 O 0.20 1.31 0.99  -0.08
48 C -1.59 2.68 1.76  0.30
49 N -2.16 2.57 0.53  -0.22
50 H -4.82 3.53 -1.23  0.42
51 H -4.02 1.96 -1.35  0.25
52 H -3.18 3.40 -1.89  0.25
53 H -4.85 4.50 0.96  0.41
54 H -3.89 4.70 3.22  0.34
55 H 0.09 2.85 5.23  0.46
56 C -3.97 -3.03 1.63  -1.99
57 C -2.90 -2.08 2.16  1.54
58 C -3.21 -1.66 3.58  -1.84
59 O -2.96 -0.87 1.33  -0.42
60 B -1.91 -0.96 0.48  0.01
61 O -1.08 -2.02 0.65  -0.03
62 C -1.44 -2.60 1.95  1.69
63 C -1.31 -4.10 1.85  -1.99
64 C -0.44 -2.03 2.94  -1.69
65 H -4.94 -2.53 1.68  0.50
66 H -4.01 -3.94 2.22  0.35
67 H -3.78 -3.28 0.59  0.34
68 H -4.25 -1.31 3.64  0.46
69 H -2.56 -0.85 3.91  0.33
70 H -3.10 -2.51 4.27  0.35
71 H -1.87 -4.50 1.00  0.38
72 H -1.66 -4.58 2.76  0.35
73 H -0.26 -4.36 1.71  0.46
74 H -0.50 -0.94 2.99  0.07
75 H 0.57 -2.28 2.61  0.55
76 H -0.60 -2.44 3.94  0.36

Summary:
**HOMO-LUMO gap**: 7.5 eV
**E**: -9574.7525 a.u.
**HOMO**: -0.2700 hartree
**Net charge**: 0
**Molar mass**: 984.63 g mol⁻¹
**LUMO level**: 0.139 eV